Entry from the Open Molecules 2025 dataset: a structure of composition C17H27BF4N8O3Pd (ωB97M-V/def2-TZVPD).

Calculated values
Energy relative to the best compared isomer or geometry (same formula, charge and spin)   8.0 kcal/mol
Total charge   0
E_tot   -51161.8674 eV
Strongest force on any atom   0.18 eV/A
HOMO energy   -8.32 eV
Gap between HOMO and LUMO   7.90 eV

CARTESIAN COORDINATES (ANGSTROEM)
Pd: 0.0495 -0.0958 -0.0400
F: -1.6478 -0.8290 1.1113
B: -2.3454 0.1322 1.9903
F: -3.6791 -0.1826 1.9880
F: -1.7757 0.0197 3.2613
F: -2.0934 1.3996 1.4510
C: -1.4380 -1.8251 -4.0194
N: -1.1235 -0.5426 -3.4018
C: 0.1911 -0.0016 -3.6697
C: -1.8657 -0.0342 -2.3925
N: -1.2949 0.6154 -1.3968
N: -3.2115 -0.1787 -2.4807
C: -3.9042 -0.1323 -3.7576
C: -4.0538 -0.0288 -1.3051
H: -0.5675 -2.4778 -3.9508
H: -1.7045 -1.7072 -5.0724
H: -2.2630 -2.2963 -3.4923
H: 0.4724 -0.2512 -4.6916
H: 0.9519 -0.4211 -3.0108
H: 0.1706 1.0801 -3.5524
H: -1.9559 1.1531 -0.8469
H: -3.2033 0.0816 -4.5591
H: -4.6522 0.6632 -3.7306
H: -4.4123 -1.0751 -3.9716
H: -3.5520 -0.4138 -0.4246
H: -4.9624 -0.6105 -1.4561
H: -4.3383 1.0139 -1.1310
C: 2.5962 2.4730 -2.0390
O: 1.4735 1.8418 -1.3645
C: 1.5842 0.6767 -0.8410
C: 2.9176 0.0364 -0.8134
H: 2.2071 3.4180 -2.3991
H: 2.9228 1.8431 -2.8652
H: 3.4086 2.6368 -1.3354
H: 3.3259 -0.0544 -1.8272
H: 2.8647 -0.9517 -0.3748
H: 3.5998 0.6673 -0.2319
O: 0.3067 3.6121 5.6487
C: -0.0662 2.3383 6.1565
N: 0.1930 1.3591 5.1491
C: 1.3621 0.6715 5.1151
O: 2.2282 0.7312 5.9655
C: 1.5104 -0.2392 3.9297
C: 2.1374 -1.4683 4.0738
C: 2.2214 -2.3119 2.9808
C: 1.6948 -1.8998 1.7694
N: 1.1403 -0.6924 1.6225
C: 1.0451 0.1218 2.6806
H: 0.2507 4.2543 6.3635
H: -1.1318 2.3166 6.3955
H: 0.5234 2.0833 7.0378
H: -0.5270 1.1449 4.4711
H: 2.5370 -1.7448 5.0408
H: 2.6725 -3.2906 3.0574
H: 1.6784 -2.5325 0.8901
H: 0.5770 1.0824 2.5123
N: 0.8392 -2.6057 -1.1988
C: 1.4469 -2.7297 -2.1878
N: 2.1103 -2.8983 -3.3028
C: 2.9232 -1.9070 -3.6143
N: 3.6355 -1.0372 -3.9130

Löwdin population analysis, charges in e, atoms 1 to 4: 1.05, -0.02, -1.24, 0.16